1.
A structure of composition C27H22AsAuO5S, computed with ωB97M-V/def2-TZVPD.

```
57
C27H22AsAuO5S, DFT ωB97M-V/def2-TZVPD
Au -2.825 1.610 -0.980
O -0.420 0.171 2.565
C -0.725 0.947 1.648
O -0.720 0.617 0.415
C -1.107 2.364 2.027
C -1.186 2.599 3.399
C -1.457 3.841 3.934
C -1.625 4.918 3.072
C -1.544 4.718 1.714
C -1.322 3.450 1.144
S -1.316 3.415 -0.594
H -1.007 1.751 4.048
H -1.515 3.987 5.007
H -1.834 5.907 3.472
H -1.667 5.552 1.034
O 0.453 0.484 -2.178
As 0.873 -0.411 -0.912
C -0.122 -2.019 -0.505
C -1.446 -2.101 -0.907
C -2.160 -3.272 -0.708
C -1.545 -4.363 -0.113
C -0.217 -4.285 0.282
C 0.496 -3.114 0.083
C 2.418 -1.418 -1.778
C 2.093 -2.091 -2.955
C 3.067 -2.612 -3.788
C 4.407 -2.477 -3.452
C 4.751 -1.823 -2.280
C 3.765 -1.291 -1.459
C 1.966 0.353 0.491
C 2.195 -0.230 1.728
C 3.072 0.374 2.615
C 3.720 1.550 2.269
C 3.478 2.142 1.038
C 2.601 1.540 0.152
H -1.909 -1.228 -1.358
H -3.193 -3.327 -1.024
H -2.101 -5.279 0.054
H 0.265 -5.144 0.739
H 1.538 -3.050 0.381
H 1.045 -2.169 -3.230
H 2.790 -3.101 -4.715
H 5.179 -2.857 -4.112
H 5.795 -1.705 -2.009
H 4.058 -0.763 -0.556
H 1.668 -1.130 2.011
H 3.257 -0.076 3.585
H 4.411 2.010 2.967
H 3.980 3.065 0.775
H 2.375 1.977 -0.816
C -6.831 0.396 -1.703
O -5.661 0.968 -1.152
C -4.417 0.436 -1.552
O -4.455 -0.555 -2.269
H -7.321 1.132 -2.351
H -7.519 0.097 -0.907
H -6.548 -0.481 -2.292
```

Output
Molecular weight ... 730.42 g mol⁻¹
2S+1 ... 1
ΔE to the lowest compared entry with this formula, charge and spin ... 0.000 eV
E_tot ... -113960.3843 eV
Frontier orbital gap ... 5.85 eV
Total charge ... -2
HOMO level ... -1.189 eV



2.
A structure of composition C27H22Br2MnN5O, computed with ωB97M-V/def2-TZVPD.

```
58
C27H22Br2MnN5O, DFT ωB97M-V/def2-TZVPD
Mn 0.358 0.430 0.384
C -1.252 0.178 -2.123
N -0.665 1.280 -1.313
C 0.351 2.070 -2.044
C 1.598 2.363 -1.235
C 2.656 3.053 -1.817
C 3.825 3.238 -1.097
C 3.904 2.729 0.193
C 2.805 2.072 0.712
N 1.680 1.889 0.016
C -1.746 2.133 -0.758
C -1.408 2.648 0.615
C -1.873 3.849 1.132
C -1.504 4.219 2.417
C -0.705 3.357 3.160
C -0.308 2.163 2.589
N -0.636 1.820 1.338
C -1.187 -1.142 -1.351
C -1.481 -2.316 -1.987
C -1.020 -3.675 -1.627
C 0.620 -4.039 -0.232
C 0.998 -2.663 0.318
N -0.757 -0.951 -0.094
H -0.680 0.032 -3.047
H -2.279 0.417 -2.413
H -0.066 3.020 -2.404
H 0.684 1.508 -2.924
H 2.574 3.418 -2.829
H 4.664 3.755 -1.534
H 4.797 2.831 0.787
H 2.811 1.663 1.719
H -2.647 1.518 -0.651
H -1.982 2.959 -1.435
H -2.511 4.489 0.541
H -1.823 5.162 2.831
H -0.389 3.609 4.160
H 0.295 1.449 3.141
H -1.933 -2.235 -2.966
H -1.552 -4.414 -2.224
H 1.201 -4.868 0.156
H 1.734 -2.665 1.124
Br 1.591 -1.899 -3.735
C 1.304 -2.585 -2.020
C 0.562 -3.844 -1.753
C -0.924 -4.112 -0.121
Br -1.640 -5.915 0.170
C -1.277 -3.152 0.946
C -2.013 -3.307 2.083
C -1.789 -2.420 3.147
C -0.819 -1.405 3.051
N -0.100 -1.164 1.984
C -0.338 -1.996 0.826
C 1.460 -1.841 -0.867
O 1.683 -0.602 -0.730
H 0.836 -4.682 -2.387
H -2.703 -4.130 2.195
H -2.327 -2.538 4.074
H -0.657 -0.761 3.906
```

Output
Molecular weight ... 647.25 g mol⁻¹
2S+1 ... 5
ΔE to the lowest compared entry with this formula, charge and spin ... 0.416 eV
E_tot ... -209242.5963 eV
Frontier orbital gap (spin up / spin down) ... 7.43 / 5.26 eV
Total charge ... +2
HOMO level (spin up / spin down) ... -13.670 / -13.472 eV



3.
A structure of composition C27H22Cl2I2N4O3Pd, computed with ωB97M-V/def2-TZVPD.

```
61
C27H22Cl2I2N4O3Pd, DFT ωB97M-V/def2-TZVPD
Pd -0.713 -0.663 -1.645
Cl 3.942 4.601 -1.514
C 3.105 3.135 -1.989
C 3.850 2.087 -2.478
C 3.203 0.940 -2.879
I 4.302 -0.696 -3.652
C 1.810 0.756 -2.874
O 1.253 -0.253 -3.375
C 1.065 1.856 -2.281
N -0.260 1.677 -2.176
C -0.990 2.622 -1.624
C -0.459 3.838 -1.193
C 0.891 4.061 -1.318
C 1.711 3.045 -1.846
H 4.924 2.176 -2.555
H -2.050 2.414 -1.529
H -1.111 4.602 -0.787
H 1.337 5.002 -1.017
Cl -4.306 2.015 -3.544
C -3.508 0.560 -2.985
C -4.009 -0.105 -1.863
C -3.393 -1.291 -1.515
C -2.317 -1.775 -2.294
N -1.847 -1.111 -3.388
C -2.426 0.062 -3.685
H -4.840 0.299 -1.299
H -3.749 -1.881 -0.681
H -2.046 -2.833 -2.240
H -2.018 0.603 -4.534
C 0.956 0.310 6.741
C 0.575 0.163 5.292
C 0.448 1.265 4.459
C 0.144 1.128 3.111
C 0.025 2.327 2.221
C -0.038 -0.148 2.578
C 0.046 -1.264 3.411
C -0.174 -2.638 2.852
C 0.356 -1.095 4.752
C -0.324 -0.332 1.086
O -1.380 -0.922 0.788
O 0.521 0.121 0.293
H 1.348 1.306 6.939
H 1.722 -0.417 7.013
H 0.096 0.145 7.393
H 0.602 2.255 4.868
H 0.238 3.248 2.763
H -0.979 2.383 1.800
H 0.717 2.218 1.387
H 0.763 -3.040 2.464
H -0.880 -2.570 2.028
H -0.555 -3.320 3.611
H 0.435 -1.968 5.389
I -0.591 -6.675 -1.977
C 0.148 -4.708 -1.948
C 0.539 -3.959 -3.039
N 0.919 -2.772 -2.549
N 0.779 -2.711 -1.225
C 0.325 -3.885 -0.830
H 0.537 -4.190 -4.086
H 1.194 -1.889 -3.029
H 0.137 -4.108 0.201
```

Output
Molecular weight ... 881.63 g mol⁻¹
2S+1 ... 1
ΔE to the lowest compared entry with this formula, charge and spin ... 1.741 eV
E_tot ... -85186.2704 eV
Frontier orbital gap ... 4.18 eV
Total charge ... -2
HOMO level ... -0.527 eV



4.
A structure of composition C27H22ClIN4O5Ta, computed with ωB97M-V/def2-TZVPD.

```
61
C27H22ClIN4O5Ta, DFT ωB97M-V/def2-TZVPD
Ta 0.252 0.372 0.240
O -0.657 2.079 0.508
C -1.588 2.670 1.261
C -2.391 3.669 0.720
C -3.411 4.197 1.497
C -3.622 3.771 2.807
C -2.788 2.818 3.355
C -1.776 2.241 2.582
C -0.743 1.429 3.190
N 0.148 0.768 2.550
C 1.417 0.572 3.245
C 2.282 1.619 2.545
N 2.216 1.226 1.125
C 3.353 1.167 0.521
C 3.626 0.360 -0.640
C 4.785 0.524 -1.407
C 5.102 -0.400 -2.377
C 4.293 -1.527 -2.549
C 3.163 -1.730 -1.778
C 2.818 -0.767 -0.835
O 1.708 -0.907 -0.096
H -2.205 4.016 -0.288
H -4.050 4.962 1.075
H -4.416 4.204 3.398
H -2.906 2.513 4.389
H -0.648 1.510 4.275
H 1.808 -0.431 3.069
H 1.331 0.745 4.318
H 3.313 1.611 2.896
H 1.853 2.611 2.694
H 4.211 1.651 0.987
H 5.425 1.381 -1.234
H 5.984 -0.269 -2.988
H 4.560 -2.263 -3.296
H 2.550 -2.613 -1.890
N -1.791 0.608 -1.143
C -1.426 1.270 -2.404
C -0.036 1.875 -2.297
O 0.351 2.848 -2.860
O 0.755 1.117 -1.495
H -2.312 -0.241 -1.323
H -2.390 1.222 -0.601
H -2.134 2.038 -2.708
H -1.388 0.527 -3.200
Cl -2.949 -6.108 -0.991
C -2.355 -4.588 -0.415
C -2.618 -4.208 0.867
C -2.136 -2.971 1.376
I -2.545 -2.479 3.338
C -1.411 -2.153 0.562
O -0.889 -0.988 0.990
C -1.142 -2.533 -0.781
N -0.423 -1.646 -1.512
C -0.133 -1.953 -2.750
C -0.540 -3.161 -3.356
C -1.273 -4.057 -2.632
C -1.601 -3.757 -1.289
H -3.194 -4.858 1.509
H 0.458 -1.232 -3.308
H -0.271 -3.360 -4.384
H -1.606 -4.991 -3.065
```

Output
Molecular weight ... 825.80 g mol⁻¹
2S+1 ... 1
ΔE to the lowest compared entry with this formula, charge and spin ... 1.461 eV
E_tot ... -66729.0282 eV
Frontier orbital gap ... 7.97 eV
Total charge ... +1
HOMO level ... -11.017 eV



5.
A structure of composition C27H23AsAuBF2N2, computed with ωB97M-V/def2-TZVPD.

```
57
C27H23AsAuBF2N2, DFT ωB97M-V/def2-TZVPD
Au -0.069 0.662 -1.717
N -0.419 -1.715 -2.245
C 0.772 -2.217 -2.853
C 0.779 -3.245 -3.764
C 1.995 -3.725 -4.286
C 3.186 -3.174 -3.891
C 3.199 -2.071 -3.002
C 4.387 -1.416 -2.620
C 4.331 -0.308 -1.818
C 3.077 0.166 -1.418
N 1.935 -0.442 -1.722
C 1.985 -1.574 -2.495
H -1.268 -2.064 -2.675
H -0.446 -1.954 -1.257
H -0.153 -3.714 -4.060
H 1.978 -4.549 -4.987
H 4.127 -3.564 -4.258
H 5.337 -1.786 -2.987
H 5.225 0.221 -1.516
H 3.003 1.081 -0.841
C 1.978 -0.250 4.708
C 0.601 -0.065 4.782
C -0.137 0.159 3.630
C 0.542 0.203 2.415
C 1.915 0.019 2.321
C 2.634 -0.210 3.484
As -0.533 0.606 0.894
C -2.054 -0.514 0.803
C -3.164 -0.123 0.049
C -4.260 -0.963 -0.016
C -4.237 -2.194 0.640
C -3.119 -2.591 1.366
C -2.015 -1.756 1.444
C -1.097 2.441 0.947
C -2.310 2.770 1.543
C -2.686 4.108 1.612
C -1.861 5.092 1.091
C -0.640 4.754 0.511
C -0.253 3.426 0.441
H 2.542 -0.431 5.613
H 0.096 -0.095 5.739
H -1.210 0.299 3.689
H 2.421 0.054 1.365
H 3.705 -0.355 3.435
H -3.180 0.833 -0.461
H -5.139 -0.661 -0.571
H -5.097 -2.848 0.581
H -3.111 -3.546 1.874
H -1.146 -2.056 2.016
H -2.965 2.007 1.944
H -3.628 4.376 2.072
H -2.164 6.130 1.139
H 0.010 5.526 0.123
H 0.709 3.171 0.011
F -2.404 2.563 -1.751
B -1.170 2.350 -2.132
F -0.530 3.161 -2.938
```

Output
Molecular weight ... 696.19 g mol⁻¹
2S+1 ... 1
E_tot ... -101981.9568 eV
Frontier orbital gap (spin up / spin down) ... 5.20 / 5.20 eV
Total charge ... +2
HOMO level (spin up / spin down) ... -14.269 / -14.268 eV



6.
A structure of composition C27H23ClIMnN4O4, computed with ωB97M-V/def2-TZVPD.

```
61
C27H23ClIMnN4O4, DFT ωB97M-V/def2-TZVPD
Mn -0.954 0.162 0.101
O -0.198 -0.130 1.534
C -0.137 -0.731 2.673
C 1.039 -0.786 3.452
C 1.029 -1.428 4.670
C -0.150 -1.994 5.167
C -1.317 -1.958 4.424
C -1.333 -1.363 3.159
C -2.495 -1.296 2.334
N -2.522 -0.758 1.164
C -3.785 -0.630 0.480
C -3.526 -0.911 -0.994
N -2.363 -0.133 -1.387
C -2.196 0.094 -2.648
C -1.128 0.834 -3.224
C -1.013 1.037 -4.605
C -0.017 1.847 -5.110
C 0.878 2.484 -4.244
C 0.823 2.281 -2.882
C -0.164 1.429 -2.340
O -0.260 1.141 -1.084
H 1.941 -0.340 3.055
H 1.937 -1.485 5.253
H -0.146 -2.467 6.136
H -2.216 -2.406 4.820
H -3.416 -1.706 2.750
H -4.118 0.410 0.597
H -4.554 -1.292 0.893
H -4.404 -0.665 -1.601
H -3.299 -1.979 -1.132
H -2.939 -0.282 -3.352
H -1.717 0.557 -5.267
H 0.059 2.016 -6.173
H 1.631 3.139 -4.658
H 1.525 2.766 -2.220
Cl 5.151 -3.539 -1.865
C 3.621 -2.887 -1.546
C 2.484 -3.639 -1.839
C 1.221 -3.165 -1.551
I -0.505 -4.254 -1.987
C 1.000 -1.902 -0.912
O -0.190 -1.525 -0.664
C 2.181 -1.109 -0.628
N 1.982 0.095 -0.075
C 3.014 0.889 0.123
C 4.323 0.540 -0.217
C 4.554 -0.707 -0.756
C 3.475 -1.581 -0.970
H 2.603 -4.607 -2.304
H 2.798 1.855 0.557
H 5.131 1.239 -0.080
H 5.554 -0.999 -1.039
C 0.068 3.031 1.961
C -1.354 2.945 1.496
N -2.137 3.979 1.737
O -1.825 1.939 0.907
H 0.103 3.001 3.052
H 0.519 3.973 1.654
H 0.643 2.197 1.562
H -1.804 4.811 2.204
H -3.103 3.963 1.438
```

Output
Molecular weight ... 684.80 g mol⁻¹
2S+1 ... 2
E_tot ... -94438.4245 eV
Frontier orbital gap (spin up / spin down) ... 3.77 / 3.43 eV
Total charge ... +3
HOMO level (spin up / spin down) ... -16.339 / -16.061 eV



7.
A structure of composition C27H23ErIN3O2, computed with ωB97M-V/def2-TZVPD.

```
57
C27H23ErIN3O2, DFT ωB97M-V/def2-TZVPD
Er 1.535 0.016 1.028
C 2.700 -4.736 0.265
C 1.443 -4.250 0.944
N 0.534 -5.230 1.231
C -0.603 -4.852 1.834
C -0.903 -3.548 2.179
C -2.197 -3.235 2.858
O -2.031 -3.103 4.267
C 0.064 -2.577 1.872
C -0.203 -1.181 2.287
N -0.524 -0.259 1.435
C -0.957 0.984 1.982
C -2.216 0.950 2.627
C -2.813 2.080 3.190
C -2.169 3.304 3.113
C -0.939 3.391 2.464
C -0.329 2.252 1.888
I 1.526 2.759 0.911
C 1.289 -2.873 1.243
O 2.164 -1.978 0.990
H 2.654 -5.818 0.100
H 3.577 -4.533 0.887
H 2.820 -4.257 -0.712
H -1.291 -5.665 2.042
H -2.932 -4.028 2.684
H -2.641 -2.317 2.465
H -1.077 -3.159 4.455
H -0.187 -0.998 3.377
H -2.750 0.004 2.679
H -3.780 1.995 3.677
H -2.623 4.192 3.543
H -0.460 4.365 2.401
N 1.106 -0.079 -1.209
C 0.797 0.822 -2.031
C 0.647 2.209 -1.535
C 1.121 3.280 -2.301
C 0.983 4.589 -1.834
C 0.376 4.830 -0.601
C -0.090 3.765 0.169
C 0.047 2.455 -0.294
C 0.599 0.450 -3.451
C -0.417 1.057 -4.198
C -0.607 0.704 -5.536
C 0.211 -0.257 -6.129
C 1.219 -0.870 -5.386
C 1.413 -0.522 -4.047
H 1.612 3.108 -3.255
H 1.354 5.419 -2.429
H 0.271 5.850 -0.238
H -0.559 3.954 1.131
H -0.325 1.635 0.315
H -1.076 1.794 -3.747
H -1.398 1.175 -6.114
H 0.060 -0.532 -7.170
H 1.854 -1.622 -5.847
H 2.205 -1.006 -3.482
H 1.915 0.100 3.008
```

Output
Molecular weight ... 715.66 g mol⁻¹
2S+1 ... 4
E_tot ... -72645.0895 eV
Frontier orbital gap (spin up / spin down) ... 5.72 / 5.77 eV
Total charge ... 0
HOMO level (spin up / spin down) ... -6.771 / -6.791 eV



8.
A structure of composition C27H23F3N2O2PtSb, computed with ωB97M-V/def2-TZVPD.

```
59
C27H23F3N2O2PtSb, DFT ωB97M-V/def2-TZVPD
Pt 0.335 2.085 1.194
C 5.868 -1.617 -0.753
C 4.803 -2.249 -1.382
C 3.508 -1.801 -1.171
C 3.247 -0.721 -0.329
C 4.325 -0.089 0.283
C 5.626 -0.535 0.079
Sb 1.178 -0.093 0.001
C 0.575 -2.149 0.068
C -0.725 -2.478 -0.591
C -1.232 -3.845 -0.306
C -0.540 -4.712 0.472
C 0.693 -4.352 1.057
C 1.205 -3.055 0.868
C 0.972 0.714 -1.994
C 1.870 0.475 -3.026
C 1.771 1.172 -4.226
C 0.761 2.103 -4.406
C -0.144 2.344 -3.381
C -0.030 1.667 -2.177
H 6.879 -1.976 -0.900
H 4.984 -3.097 -2.032
H 2.681 -2.316 -1.647
H 4.138 0.753 0.942
H 6.452 -0.038 0.574
H -0.638 -2.312 -1.679
H -2.187 -4.113 -0.737
H -0.940 -5.702 0.660
H 1.220 -5.062 1.681
H 2.126 -2.777 1.372
H 2.670 -0.244 -2.899
H 2.496 1.000 -5.013
H 0.688 2.649 -5.339
H -0.937 3.071 -3.513
H -0.724 1.867 -1.372
O -2.637 -1.631 0.632
N -1.688 -1.410 -0.202
O -1.289 -0.224 -0.591
F -1.734 3.921 0.830
C -0.636 3.774 1.668
F -1.189 3.778 2.931
F -0.008 4.986 1.598
N -1.194 0.995 2.108
C -2.324 0.857 2.215
C -3.724 0.699 2.349
C -4.311 0.561 3.608
C -5.687 0.505 3.717
C -6.484 0.579 2.583
C -5.896 0.697 1.329
C -4.522 0.751 1.204
H -3.676 0.501 4.482
H -6.143 0.413 4.695
H -7.562 0.539 2.674
H -6.517 0.758 0.444
H -4.038 0.834 0.240
C 1.850 3.217 0.389
H 2.421 3.703 1.187
H 1.465 4.006 -0.261
H 2.553 2.626 -0.209
```

Output
Molecular weight ... 781.33 g mol⁻¹
2S+1 ... 3
E_tot ... -53380.4200 eV
Frontier orbital gap (spin up / spin down) ... 5.76 / 7.44 eV
Total charge ... -1
HOMO level (spin up / spin down) ... -3.003 / -5.452 eV